The following is a DFT calculation (the ωB97M-V functional and the def2-TZVPD basis) of a structure of composition C28H29Ge2N3O2Re.

XYZ file:
```
65
Properties=species:S:1:pos:R:3
Re -0.2060 0.3618 0.5418
O -1.4357 0.7616 4.4178
C -1.3311 0.6558 3.2367
N -0.1286 0.6726 2.4939
C 1.1249 0.7664 3.1447
O 1.3060 0.9447 4.3074
C 2.2526 0.6082 2.1635
C 3.5680 0.6492 2.5672
C 4.5575 0.5178 1.6023
C 4.1920 0.3695 0.2714
C 2.8529 0.3432 -0.0614
N 1.8970 0.4473 0.8760
C -2.5223 0.4526 2.3400
C -3.7997 0.4508 2.8506
C -4.8613 0.2671 1.9741
C -4.5996 0.0957 0.6221
C -3.2929 0.1103 0.1772
N -2.2656 0.2827 1.0269
H 3.7863 0.7836 3.6178
H 5.6016 0.5408 1.8844
H 4.9322 0.2740 -0.5098
H 2.5276 0.2237 -1.0844
H -3.9354 0.5909 3.9142
H -5.8787 0.2606 2.3413
H -5.3982 -0.0498 -0.0911
H -3.0474 -0.0386 -0.8652
C 0.1395 3.9817 1.4718
Ge -0.1268 3.6890 -0.4325
C 1.4262 4.1522 -1.5090
C -1.8264 4.3499 -1.0970
C -0.2469 1.6608 -0.7054
H 0.2012 5.0586 1.6357
H 1.0728 3.5439 1.8276
H -0.6897 3.6062 2.0715
H 1.5339 5.2374 -1.5235
H 1.3125 3.8133 -2.5377
H 2.3390 3.7324 -1.0872
H -1.8056 5.4400 -1.0886
H -2.6484 4.0233 -0.4609
H -2.0105 4.0221 -2.1189
H -0.3863 1.3022 -1.7431
Ge -0.0952 -2.1370 -0.1331
C -1.5119 -2.5067 -1.3965
C -2.3030 -3.6421 -1.2275
C -3.3006 -3.9372 -2.1467
C -3.5148 -3.1031 -3.2352
C -2.7278 -1.9729 -3.4154
C -1.7289 -1.6781 -2.4988
C 1.7198 -2.6082 -0.5823
C 2.5833 -3.0666 0.4115
C 3.8990 -3.3775 0.0985
C 4.3545 -3.2306 -1.2057
C 3.4956 -2.7826 -2.2027
C 2.1787 -2.4743 -1.8933
H -0.4263 -2.5548 1.3144
H -2.1484 -4.3034 -0.3833
H -3.9067 -4.8231 -2.0141
H -4.2901 -3.3399 -3.9515
H -2.8834 -1.3331 -4.2740
H -1.1013 -0.8075 -2.6679
H 2.2319 -3.1954 1.4297
H 4.5629 -3.7518 0.8665
H 5.3767 -3.4869 -1.4510
H 3.8478 -2.6932 -3.2219
H 1.5076 -2.1495 -2.6819
```

The calculated total energy is -153218.856 eV. As for the multiplicity: 2. As for the highest occupied orbital energy (spin up / spin down): -0.53827 / -0.53514 hartree. The calculation puts the frontier orbital gap (spin up / spin down) at 7.47 / 6.44 eV. The value obtained for the largest force on an atom is 0.542 eV/Å. As for the total charge: +2. For the energy above the lowest of the compared OMol25 structures with the same formula, charge and spin, the calculation gives 0.00 kcal per mole. Its molar mass is 771.0 g mol⁻¹. The expectation value of S² is 0.768.

The following is a DFT calculation (the ωB97M-V functional and the def2-TZVPD basis) of a structure of composition C23H30NOsP.

XYZ file:
```
56
Properties=species:S:1:pos:R:3
C 3.0314 1.8163 -2.9684
C 2.9358 2.0620 -1.6043
C 1.9521 1.4514 -0.8171
C 1.0456 0.5650 -1.4267
C 1.1498 0.3035 -2.8105
C 2.1638 0.8975 -3.5612
C 1.9719 1.7597 0.6488
C 0.6482 1.9970 1.3832
N -0.5783 1.7072 0.5754
Os -0.5120 -0.2753 -0.3725
C 0.1542 -0.6057 -3.4683
P -1.3905 -0.5819 -2.4237
H 3.6231 2.7533 -1.1091
H 2.2333 0.6458 -4.6192
H 3.7828 2.3377 -3.5682
H 0.5127 -1.6460 -3.5169
H -0.1040 -0.2840 -4.4857
H 2.5117 0.9677 1.1939
H 2.5631 2.6758 0.7899
H 0.6076 1.3892 2.3006
C -2.4382 -1.9074 -3.0638
C -2.1958 0.9301 -3.0639
H 0.5453 3.0580 1.6757
C -0.7859 2.8291 -0.3938
C -1.7444 1.7023 1.5078
H -0.5646 -1.7866 -0.9828
H -0.8547 3.7565 0.1974
H 0.0484 2.9071 -1.0974
H -1.7199 2.6718 -0.9477
H -2.0073 2.7451 1.7412
H -2.5770 1.1961 1.0042
H -1.4858 1.1665 2.4267
H -2.4710 0.7735 -4.1148
H -3.0948 1.1280 -2.4704
H -1.5207 1.7890 -2.9855
H -2.5996 -1.7854 -4.1451
H -1.9603 -2.8737 -2.8565
H -3.3990 -1.8605 -2.5324
H -2.1271 -0.4887 -0.3864
C -1.3251 -2.3778 4.7812
C -2.1181 -1.8915 3.7263
C -1.5468 -1.6514 2.4780
C -0.1654 -1.7804 2.2691
C 0.5054 -1.3556 1.0701
C 1.8617 -1.6108 0.8834
C 2.6168 -2.2107 1.9115
C 2.0238 -2.5614 3.1118
C 0.6400 -2.3403 3.3276
C 0.0216 -2.6372 4.5655
H -1.7726 -2.5705 5.7595
H -3.1780 -1.6992 3.8825
H -2.1776 -1.3465 1.6370
H 2.3349 -1.3683 -0.0695
H 3.6804 -2.3854 1.7545
H 2.6125 -3.0128 3.9102
H 0.6362 -3.0869 5.3487
```

The calculated total energy is -37565.337 eV. As for the multiplicity: 5. As for the highest occupied orbital energy (spin up / spin down): -0.51959 / -0.54140 hartree. The calculation puts the frontier orbital gap (spin up / spin down) at 7.80 / 5.13 eV. The value obtained for the largest force on an atom is 3.656 eV/Å. As for the total charge: +2. For the energy above the lowest of the compared OMol25 structures with the same formula, charge and spin, the calculation gives 0.00 kcal per mole. Its molar mass is 541.7 g mol⁻¹. The expectation value of S² is 6.045.

The following is a DFT calculation (the ωB97M-V functional and the def2-TZVPD basis) of a structure of composition C24H64N5O13Zn.

XYZ file:
```
107
Properties=species:S:1:pos:R:3
Zn 3.6411 1.2136 0.6519
N 0.8641 -0.4489 -0.2254
O 0.2539 0.1873 -1.1234
O 0.3954 -1.3709 0.4290
O 1.9445 0.0354 0.1240
C 6.9260 -1.1855 3.1386
O 5.9960 -1.4219 2.1516
C 5.9352 -2.8191 1.7934
C 4.8178 -3.0732 0.7166
N 5.1647 -2.5258 -0.6124
C 4.0497 -2.7965 -1.5063
C 4.3686 -2.2717 -2.8566
O 5.4573 -2.9030 -3.5433
C 5.0446 -4.0833 -4.1999
H 6.5768 -1.6086 4.0805
H 6.9694 -0.1187 3.3582
H 7.9440 -1.5274 2.9517
H 5.7373 -3.5383 2.5882
H 6.9254 -3.0866 1.4245
H 3.9115 -2.6358 1.1356
H 4.6603 -4.1477 0.6231
H 6.0709 -2.9272 -0.8071
H 3.1922 -2.2301 -1.1431
H 3.7979 -3.8563 -1.4662
H 4.5522 -1.2127 -2.6754
H 3.4059 -2.3238 -3.3653
H 5.8573 -4.7996 -4.3203
H 4.6004 -3.7175 -5.1257
H 4.2430 -4.6866 -3.7738
C -3.8341 -1.4805 -3.1804
O -3.8587 -0.1299 -3.0516
C -2.6907 0.3851 -2.4925
C -2.4579 1.8920 -2.4173
N -3.3296 2.4539 -1.4082
C -3.3654 3.9122 -1.4313
C -4.2876 4.3881 -0.2493
O -5.6031 3.8971 -0.5070
C -6.4236 4.7913 -1.2367
H -2.8641 -1.8089 -3.5536
H -4.6948 -1.8758 -3.7199
H -3.9443 -1.9489 -2.2023
H -1.7590 -0.1235 -2.7403
H -2.9229 0.0481 -1.4823
H -2.6850 2.2309 -3.4280
H -1.4097 2.1832 -2.3502
H -4.2496 2.1423 -1.6850
H -3.6151 4.3337 -2.4050
H -2.3217 4.1536 -1.2299
H -4.2042 5.4356 0.0404
H -3.9809 3.8365 0.6393
H -7.4604 4.4555 -1.2553
H -6.1306 4.7512 -2.2858
H -6.3071 5.8378 -0.9551
C -2.8793 -7.4117 -0.1840
O -3.1083 -5.9956 -0.4182
C -2.8283 -5.1967 0.7917
C -3.2946 -3.7095 0.5007
N -2.9199 -2.8592 1.6260
C -3.2002 -1.4266 1.5124
C -4.5927 -1.0131 1.1440
O -5.4592 -1.0868 2.2844
C -6.7881 -0.6900 2.0444
H -3.3948 -7.7584 0.7116
H -1.8258 -7.6027 0.0201
H -3.1505 -8.0000 -1.0606
H -1.7718 -5.3350 1.0214
H -3.4463 -5.6429 1.5708
H -4.3250 -3.6356 0.1529
H -2.6408 -3.3686 -0.3021
H -1.9434 -2.9650 1.8615
H -2.5205 -0.8841 0.8553
H -3.0046 -0.9819 2.4882
H -5.0508 -1.4838 0.2741
H -4.5618 0.0139 0.7801
H -7.3741 -1.0186 2.9027
H -7.1776 -1.1251 1.1240
H -6.9297 0.3878 1.9647
C 3.1512 1.8711 -2.5269
O 3.1904 2.1913 -1.1372
C 2.1814 3.1078 -0.8304
C 2.5487 3.7951 0.5207
N 2.6285 2.7366 1.5714
C 3.1625 3.3970 2.8045
C 2.3082 4.5820 3.2447
O 2.5299 5.8478 2.5645
C 1.8343 6.8592 3.2102
H 2.1477 1.6192 -2.8700
H 3.7734 0.9955 -2.7119
H 3.6005 2.5839 -3.2183
H 1.3050 2.4736 -0.6971
H 2.1335 3.9057 -1.5715
H 1.8049 4.5750 0.6837
H 3.5221 4.2623 0.3714
H 1.7027 2.5206 1.9125
H 4.2130 3.6489 2.6595
H 3.0547 2.5977 3.5376
H 2.5511 4.6945 4.3014
H 1.2406 4.3645 3.2122
H 2.0226 7.8000 2.6930
H 2.2938 7.0907 4.1711
H 0.7527 6.7313 3.2528
O -1.5412 1.9503 0.6947
H -1.0268 1.4068 0.0977
H -2.1674 2.4018 0.1288
O -0.2231 -3.0825 2.3188
H 0.5136 -3.6932 2.2949
H 0.0763 -2.3255 1.8155
```

The calculated total energy is -108393.474 eV. As for the highest occupied orbital energy: -0.32814 hartree. The calculation puts the frontier orbital gap at 2.73 eV. The value obtained for the largest force on an atom is 4.705 eV/Å. As for the total charge: +1. Its molar mass is 696.2 g mol⁻¹.